Run P
Formula: C4H5N3S
Source: the OMol25 dataset
Level of theory: ωB97M-V with the def2-TZVPD basis set

Calculated values
structure (SMILES)	CC(=S)n1cncn1
gap between HOMO and LUMO	8.53	eV
LUMO level	-0.9	eV

```
! RIJCOSX wB97M-V def2-TZVPD def2/J DEFGRID3
* xyz 0 1
C -1.47049 -0.63359 -1.19712
C -0.89049 0.71073 -0.62144
S -1.52867 2.18366 -0.41486
N 0.32045 0.44507 0.21074
C 0.92902 1.10700 1.31198
N 1.93377 0.33413 1.54528
C 1.80644 -0.79695 0.94503
N 0.82320 -0.70325 0.02163
H -0.82964 -1.24092 -1.95565
H -2.26946 -0.43786 -2.01265
H -1.86059 -1.34441 -0.40708
H 0.42822 1.97435 1.63270
H 2.60822 -1.59796 0.94143
*
```

Atomic partial charges in e from the natural (NBO) method, atoms 1 to 2: -0.708 0.086

***

Run Q
Formula: C4H5N3S
Source: the OMol25 dataset
Level of theory: ωB97M-V with the def2-TZVPD basis set

Calculated values
gap between HOMO and LUMO	9.80	eV
LUMO level	0.1	eV

```
! RIJCOSX wB97M-V def2-TZVPD def2/J DEFGRID3
* xyz 0 1
C 1.26102 0.19195 -0.05139
C -1.49548 1.12052 -0.85399
C -0.99874 0.26337 0.03295
C -1.37465 -0.90006 0.76057
N 1.72550 -0.69594 -0.93261
N 2.06357 0.83201 0.73588
N 2.99240 -0.77919 -0.91162
S 3.53857 0.33929 0.18021
H -2.50199 1.33490 -0.70017
H -0.74143 1.77652 -1.31927
H -2.36279 -1.19243 0.60776
H -0.69474 -1.63996 0.68148
H -1.41123 -0.65096 1.77020
*
```

Atomic partial charges in e from the natural (NBO) method, atoms 1 to 2: 0.293 -0.492

***

Run R
Formula: C4H5N3S
Source: the OMol25 dataset
Level of theory: ωB97M-V with the def2-TZVPD basis set

Calculated values
structure (SMILES)	Cn1ncc(=S)cn1
gap between HOMO and LUMO	7.67	eV
LUMO level	-0.7	eV

```
! RIJCOSX wB97M-V def2-TZVPD def2/J DEFGRID3
* xyz 0 1
C -2.02906 2.35891 -0.07657
N -1.13285 1.16285 -0.16257
N -1.33920 0.21262 0.79515
C -0.49969 -0.71250 0.87529
C 0.67653 -0.82351 0.05351
S 1.88546 -1.97694 0.15055
C 0.78633 0.28032 -0.85595
N -0.09494 1.25431 -0.97437
H -2.02063 2.85784 -1.01687
H -3.04455 1.92652 -0.04704
H -1.83119 2.93785 0.85318
H -0.60606 -1.52481 1.68470
H 1.69928 0.40584 -1.46791
*
```

Atomic partial charges in e from the natural (NBO) method, atoms 1 to 2: -0.409 -0.017

***

Energetically preferred structure: run R | next structure: +3.5 kcal/mol

***

Run P
Formula: C4H5N3S
Source: the OMol25 dataset
Level of theory: ωB97M-V with the def2-TZVPD basis set

Calculated values
structure (SMILES)	[H]/N=C1C=C/C(=N/S)N/1
gap between HOMO and LUMO	8.87	eV
LUMO level	0.1	eV

```
! RIJCOSX wB97M-V def2-TZVPD def2/J DEFGRID3
* xyz 0 1
H -2.56429 -2.22835 0.39399
N -2.93430 -1.24450 0.10509
C -1.88194 -0.47117 -0.09942
C -1.94370 1.12414 -0.14845
C -0.74358 1.59857 0.08289
C 0.28257 0.52923 0.06447
N 1.49439 0.74720 0.07953
S 2.57487 -0.55240 -0.07415
N -0.44564 -0.70813 -0.11768
H -3.01727 1.50316 -0.26221
H -0.32402 2.64572 0.29714
H 3.62319 0.24245 0.47888
H 0.00325 -1.57113 0.41299
*
```

Atomic partial charges in e from the natural (NBO) method, atoms 1 to 2: 0.339 -0.651

***

Run Q
Formula: C4H5N3S
Source: the OMol25 dataset
Level of theory: ωB97M-V with the def2-TZVPD basis set

Calculated values
structure (SMILES)	[H]/N=c1/cccnn1S
gap between HOMO and LUMO	7.80	eV
LUMO level	-0.4	eV

```
! RIJCOSX wB97M-V def2-TZVPD def2/J DEFGRID3
* xyz 0 1
H 2.43205 0.79274 -1.22230
N 2.26308 0.06613 -0.56835
C 1.00252 -0.27014 -0.36078
C 0.73673 -0.92685 0.80164
C -0.53949 -0.94168 1.44671
C -1.55476 -0.35577 0.61058
N -1.41674 0.17566 -0.57726
N -0.10612 0.22877 -1.00166
S 0.07740 1.53075 -2.27345
H 1.61890 -1.23723 1.51188
H -0.76818 -1.31952 2.48177
H -2.60662 -0.13744 1.20117
H -1.13878 2.39457 -2.04996
*
```

Atomic partial charges in e from the natural (NBO) method, atoms 1 to 2: 0.344 -0.723

***

Energetically preferred structure: run P | next structure: +42.8 kcal/mol

***

Run P
Formula: C4H8Cl2N
Source: the OMol25 dataset
Level of theory: ωB97M-V with the def2-TZVPD basis set

Calculated values
gap between HOMO and LUMO	8.50	eV
LUMO level	-4.3	eV

```
! RIJCOSX wB97M-V def2-TZVPD def2/J DEFGRID3
* xyz 1 1
C -0.97630 0.06853 0.94909
C -0.25530 0.73491 -0.09486
C 1.27187 -2.18918 0.54888
C -0.77530 1.05874 -1.45625
N 0.98569 1.05025 0.14508
Cl 2.74905 -2.92017 0.60037
Cl -0.01111 -3.19763 0.42921
H -0.35564 0.00720 1.74894
H -1.93234 0.50722 1.19421
H -0.69682 0.24911 -2.12241
H 0.01826 1.76049 -1.79295
H -1.78555 1.46625 -1.38464
H 1.27938 0.91037 1.15305
H 1.72485 1.40115 -0.47713
H -1.24074 -0.90722 0.55941
*
```

Atomic partial charges in e from the natural (NBO) method, atoms 1 to 2: -0.699 0.546

***

Run Q
Formula: C4H8Cl2N
Source: the OMol25 dataset
Level of theory: ωB97M-V with the def2-TZVPD basis set

Calculated values
gap between HOMO and LUMO (alpha / beta)	8.46 / 8.01	eV
LUMO level (alpha / beta)	-4.4 / -4.7	eV

```
! RIJCOSX wB97M-V def2-TZVPD def2/J DEFGRID3
* xyz 1 1
C 0.18985 0.63718 -1.82557
C 1.48850 0.22742 -1.25051
C -0.62857 0.82348 -0.54141
C -0.87686 -0.28890 0.36756
N 0.01069 -0.28021 1.55126
Cl 1.85807 -1.44175 -0.90162
Cl -0.49686 2.38402 0.23584
H 0.19867 1.46225 -2.47740
H -0.25083 -0.08227 -2.36690
H 1.89440 0.99267 -0.48945
H -0.66616 -1.19798 -0.26528
H -1.89993 -0.28691 0.78218
H 0.43507 -1.22646 1.73620
H -0.41174 0.07589 2.36813
H 0.85846 0.27745 1.18329
*
```

Atomic partial charges in e from the natural (NBO) method, atoms 1 to 2: -0.537 -0.140

***

Energetically preferred structure: run P | next structure: +10.4 kcal/mol

***

Run P
Formula: C3H10NS
Source: the OMol25 dataset
Level of theory: ωB97M-V with the def2-TZVPD basis set

Calculated values
gap between HOMO and LUMO	9.86	eV
LUMO level	-4.5	eV

```
! RIJCOSX wB97M-V def2-TZVPD def2/J DEFGRID3
* xyz 1 1
C 1.49294 0.94416 0.22862
N 1.17927 2.17586 -0.40640
H 2.53797 0.60051 0.20725
H 1.35774 1.08735 1.32366
H 1.51312 2.24853 -1.37833
H 0.16830 2.28214 -0.46775
C -1.49892 -0.40458 -1.22713
S 0.44393 -0.73603 -0.30852
C -0.43075 -1.64275 1.31123
H -1.29051 -0.39963 -2.26993
H -1.81994 0.47388 -0.69911
H -1.91839 -1.39369 -1.02259
H -0.19615 -0.97707 2.13899
H -1.52539 -1.60665 1.26821
H -0.01324 -2.65202 1.30180
*
```

Atomic partial charges in e from the natural (NBO) method, atoms 1 to 2: -0.209 -0.761

***

Run Q
Formula: C3H10NS
Source: the OMol25 dataset
Level of theory: ωB97M-V with the def2-TZVPD basis set

Calculated values
structure (SMILES)	[NH3+]CCCS
gap between HOMO and LUMO	8.34	eV
LUMO level	-4.1	eV

```
! RIJCOSX wB97M-V def2-TZVPD def2/J DEFGRID3
* xyz 1 1
N -1.53338 0.73781 1.26853
C -0.67826 0.03888 0.18498
C 0.80529 0.03633 0.24826
C 1.20071 0.01070 -1.15531
S 2.12351 -1.53284 -1.62859
H -1.34062 1.82279 1.28552
H -2.53648 0.61502 1.07123
H -1.21239 0.40962 2.13189
H -1.17985 0.33322 -0.76070
H -1.16913 -1.12036 0.17215
H 1.08016 -0.78195 0.99543
H 0.90514 0.89532 0.82132
H 1.95175 0.88544 -1.52795
H 0.39844 0.03918 -1.89209
H 1.18511 -2.38916 -1.21469
*
```

Atomic partial charges in e from the natural (NBO) method, atoms 1 to 2: -0.687 -0.198

***

Energetically preferred structure: run Q | next structure: +8.6 kcal/mol